1.
This record from the Open Molecules 2025 dataset describes C4H24B2CuN8O4 as an isolated structure. The level of theory is wB97M-V/def2-TZVPD.

Calculated values
Energy above the lowest of the compared OMol25 structures with the same formula, charge and spin   30.3 kcal/mol
E_LUMO (alpha / beta)   0.0235 / -0.0211 Eh
<S²>   0.75
Orbital gap (alpha / beta)   9.1608 / 7.8920 eV
2S+1   2
M   333.458 u
HOMO level (alpha / beta)   -8.5 / -8.5 eV

Last column: Mulliken spin population.
Cartesian coordinates (Å):
Cu  -0.1145  0.1695  0.2431  0.850
B  0.3084  0.4188  2.4440  -0.006
H  -0.6374  1.0858  2.4664  0.002
H  0.0388  -0.5838  1.9720  0.045
H  1.1297  0.9462  1.8271  0.001
H  0.7153  0.2681  3.5106  0.015
B  0.0152  0.1249  -2.2733  0.003
H  0.5984  0.5877  -1.4104  0.041
H  -0.4289  0.9848  -2.9094  0.003
H  0.6285  -0.5722  -2.9595  0.006
H  -0.8707  -0.4939  -1.8411  0.003
C  -0.5361  -3.4282  -0.1249  0.001
O  -0.5604  -2.3835  0.5171  0.003
N  -0.0915  -4.6044  0.4298  0.000
N  -0.8971  -3.5343  -1.4232  0.000
H  -0.0864  -4.6986  1.4296  0.000
H  -0.1402  -5.4546  -0.0994  0.000
H  -1.1610  -4.4461  -1.7434  0.000
H  -1.2631  -2.7220  -1.8950  0.000
C  2.9670  -1.4543  -0.0169  0.006
O  2.0178  -0.6821  -0.1066  0.009
N  2.9766  -2.7893  -0.2112  0.000
N  4.1499  -0.9990  0.5033  0.000
H  3.6966  -3.4727  -0.1101  0.000
H  2.1098  -3.1845  -0.5538  0.000
H  4.3661  -0.0333  0.3264  0.000
H  4.7899  -1.5397  1.0479  0.000
C  0.5776  3.5154  0.0986  0.000
O  0.2422  2.3347  0.1485  0.010
N  0.6660  4.1960  -1.0575  0.000
N  0.9146  4.1750  1.2393  0.000
H  0.4482  3.6542  -1.8788  0.000
H  1.2508  5.0108  -1.0610  0.000
H  1.1942  5.1365  1.1940  0.000
H  0.7419  3.7306  2.1229  0.000
C  -3.2253  1.1680  0.0473  0.003
O  -2.1675  0.5593  0.1611  0.007
N  -3.9358  1.1796  -1.1114  0.000
N  -3.8298  1.7694  1.1035  0.000
H  -4.8815  1.4937  -1.0199  0.000
H  -3.6121  0.6475  -1.8983  0.000
H  -4.5634  2.3987  0.8421  0.000
H  -3.5405  1.5215  2.0310  0.000

---

2.
This record from the Open Molecules 2025 dataset describes a 7-piece molecular cluster, C4H24N2O7 overall. The level of theory is wB97M-V/def2-TZVPD.

Calculated values
Energy above the lowest of the compared OMol25 structures with the same formula, charge and spin   43.7 kcal/mol
E_LUMO   0.0148 Eh
SMILES   CNC[C@H](N)CO.O.O.O.O.O.O
Orbital gap   9.4046 eV
M   212.243 u
HOMO level   -9.0 eV

Last column: Mulliken charge in e.
Cartesian coordinates (Å):
N  -2.1898  -1.5601  1.0852  -0.639
C  -1.4305  -0.3267  0.8008  0.519
C  -2.0811  0.3690  -0.4198  -0.718
O  -2.5908  1.6200  -0.0460  -0.615
C  0.0423  -0.6951  0.6076  0.043
N  0.5896  -1.1120  1.9050  -0.377
C  1.9557  -1.6116  1.7986  -0.900
H  -3.1764  -1.3841  1.1401  0.239
H  -1.8948  -1.9508  1.9706  0.187
H  -1.4561  0.3655  1.6478  0.060
H  -1.2910  0.4717  -1.1701  0.139
H  -2.9642  -0.1907  -0.7250  0.473
H  -1.9322  2.3378  -0.1631  0.382
H  0.6981  0.1275  0.2798  0.282
H  0.2815  -1.4699  -0.1219  -0.014
H  -0.0218  -1.7059  2.4198  0.285
H  2.0988  -2.3278  2.6079  0.397
H  2.6872  -0.8112  1.7553  0.211
H  2.1450  -2.1664  0.8639  0.250
H  2.7058  0.3276  -2.5714  0.321
H  1.4343  -0.2473  -2.0457  0.372
O  2.3049  0.0634  -1.7494  -0.699
H  -1.4192  -4.2325  -0.3464  0.284
H  -1.7959  -2.7442  -0.3564  0.333
O  -1.0741  -3.3610  -0.5840  -0.705
H  1.2576  1.2004  1.5552  0.346
H  1.5661  2.5537  2.4638  0.235
O  1.3236  2.1646  1.6208  -0.658
H  2.0768  2.8448  -0.4113  0.367
H  1.8909  1.8207  -1.4985  0.463
O  2.0828  2.7684  -1.3782  -0.828
H  0.4950  3.0025  -1.0202  0.445
H  0.1745  2.7185  0.5374  0.359
O  -0.1274  3.1162  -0.2888  -0.776
H  -0.1833  -2.3424  -1.9349  0.269
H  0.0172  -1.7859  -3.3278  0.244
O  0.1406  -1.5719  -2.4082  -0.576

---

3.
This record from the Open Molecules 2025 dataset describes a 8-piece molecular cluster, C4H24N2O9 overall. The level of theory is wB97M-V/def2-TZVPD.

Calculated values
Energy above the lowest of the compared OMol25 structures with the same formula, charge and spin   51.9 kcal/mol
E_LUMO   0.0066 Eh
SMILES   O=CNCCNCO.O.O.O.O.O.O.O
Orbital gap   9.6211 eV
M   244.241 u
HOMO level   -9.4 eV

Last column: Mulliken charge in e.
Cartesian coordinates (Å):
C  1.6494  1.2693  1.2284  -0.419
N  2.0321  -0.1083  1.3845  -0.188
C  2.7606  -0.7006  0.3310  -0.592
O  1.8295  -0.8958  -0.7796  -0.369
C  0.1434  1.4709  1.3951  -1.045
N  -0.6510  0.9020  0.3239  0.303
C  -1.3241  1.6123  -0.5964  -0.144
O  -1.3004  2.8323  -0.6355  -0.617
H  2.0329  1.8648  2.0730  0.288
H  1.9926  1.8320  0.3610  0.327
H  1.3578  -0.7020  1.8419  0.239
H  3.4513  0.0678  -0.0095  0.400
H  3.1986  -1.6530  0.5581  0.312
H  2.2088  -0.7982  -1.6526  0.098
H  -0.1267  2.5026  1.5958  0.373
H  -0.1114  1.0245  2.3676  0.260
H  -0.6391  -0.0924  0.3732  -0.004
H  -1.8191  1.0914  -1.3962  0.583
H  -3.6101  -2.1230  2.3249  0.387
H  -2.8089  -1.5590  3.4747  0.325
O  -3.0759  -2.4015  3.0874  -0.690
H  -1.3392  -2.2774  2.0171  0.269
H  -1.2516  -2.6852  0.5288  0.292
O  -1.0995  -1.9518  1.1364  -0.584
H  -0.0977  4.3100  0.1683  0.329
H  1.1383  4.8051  -0.6488  0.290
O  0.8661  4.3909  0.1717  -0.607
H  -3.1468  -0.4254  1.1454  0.385
H  -4.5161  0.1554  0.7020  0.301
O  -4.1031  -0.5331  1.2309  -0.690
H  0.8870  -3.5861  -0.1597  0.312
H  0.6612  -2.2609  -0.8970  0.419
O  0.3662  -3.1944  -0.8663  -0.708
H  1.2017  0.1960  -3.5421  0.339
H  0.4371  0.5277  -2.2804  0.366
O  0.6160  0.8639  -3.1637  -0.641
H  1.6267  -3.0263  -3.7804  0.333
H  1.8006  -1.9768  -2.7418  0.400
O  1.9789  -2.1402  -3.6747  -0.631

---

4.
This record from the Open Molecules 2025 dataset describes a 8-piece molecular cluster, C4H24NO7 overall. The level of theory is wB97M-V/def2-TZVPD.

Calculated values
Energy above the lowest of the compared OMol25 structures with the same formula, charge and spin   26.9 kcal/mol
E_LUMO (alpha / beta)   -0.2342 / -0.4625 Eh
<S²>   0.76
Orbital gap (alpha / beta)   10.9495 / 4.7370 eV
Charge   +2
2S+1   2
M   198.236 u
HOMO level (alpha / beta)   -17.3 / -17.3 eV

Last column: Mulliken spin population.
Cartesian coordinates (Å):
C  -0.8666  0.8926  0.6204  -0.015
N  -0.2312  1.1059  -0.8267  0.001
C  -0.2010  2.6111  -1.0369  0.000
C  -1.1086  3.2061  -0.0182  0.000
C  -0.9989  2.3066  1.1611  -0.001
H  -1.9552  0.4763  0.2576  0.000
H  -0.2788  0.3344  1.3181  0.013
H  -0.7825  0.4709  -1.4394  -0.001
H  0.7922  0.7418  -0.7566  0.000
H  -0.2191  2.8122  -2.0777  0.000
H  0.8574  2.8710  -1.0926  0.000
H  -0.7952  4.2078  0.2462  0.000
H  -2.1742  3.5224  -0.3585  0.000
H  -1.7672  2.3977  1.8992  0.000
H  -0.2585  2.6474  1.8403  0.000
H  1.0494  -0.8872  0.2631  -0.003
H  0.9388  -1.4272  1.8925  -0.002
O  1.1399  -1.6435  0.9040  0.012
H  -1.8173  -2.5026  1.7771  -0.016
H  -2.6030  -2.5434  0.4616  -0.017
O  -2.1985  -1.9491  1.0324  0.428
H  -0.2974  -3.9760  -0.5759  -0.016
H  0.0644  -2.7957  0.4453  -0.012
O  -0.5811  -3.5399  0.2963  0.630
H  0.0346  -1.1065  3.7282  0.000
H  1.5967  -0.2882  3.5182  0.000
O  0.6733  -0.5460  3.1761  0.000
H  1.7985  -2.1465  -3.1110  0.000
H  2.1805  -0.8332  -2.2015  0.000
O  1.4235  -1.4853  -2.5028  0.000
H  3.7246  0.5327  -0.2242  0.000
H  3.7452  -0.8206  -0.0585  0.000
O  3.1647  -0.1846  -0.0402  0.001
H  -1.6266  -1.4756  -2.5274  0.000
H  -1.0054  -0.4497  -3.4107  0.000
O  -1.4173  -0.5363  -2.5789  -0.001

---

5.
This record from the Open Molecules 2025 dataset describes a 8-piece molecular cluster, C4H24NO9 overall. The level of theory is wB97M-V/def2-TZVPD.

Calculated values
Energy above the lowest of the compared OMol25 structures with the same formula, charge and spin   0.0 kcal/mol
E_LUMO   0.1091 Eh
Orbital gap   9.5077 eV
Charge   -1
M   230.234 u
HOMO level   -6.5 eV

Last column: Mulliken charge in e.
Cartesian coordinates (Å):
C  -2.1168  1.5124  -0.0687  -1.057
O  -1.4295  2.5089  0.6949  -0.562
C  -1.1640  0.8409  -1.1078  1.099
C  -1.9064  -0.3350  -1.7023  -1.118
C  -1.5672  -1.2381  -2.9271  -0.492
O  -0.2052  -1.5884  -2.9288  -0.592
N  0.1283  0.4753  -0.5705  -0.079
H  -2.5845  0.8208  0.6537  0.397
H  -2.8420  2.2050  -0.6183  0.325
H  -0.7755  2.1178  1.3905  0.347
H  -0.9853  1.7478  -1.7041  0.033
H  -2.3307  -0.9395  -0.8927  0.377
H  -2.9745  -0.0027  -1.8984  0.437
H  -2.2951  -2.0822  -2.8732  0.281
H  -1.5781  -0.7273  -3.9290  0.311
H  0.4475  -0.4544  -0.7727  0.092
H  0.2160  0.6156  0.4101  0.039
H  0.6128  -0.0437  -3.5673  0.365
H  1.6189  0.6602  -2.5384  0.342
O  1.4132  0.5503  -3.4649  -0.721
H  0.7642  0.7346  2.5421  0.404
H  1.2322  2.1778  2.0782  0.318
O  0.4497  1.7290  2.4123  -0.766
H  0.1094  -1.9022  -2.0602  0.271
H  2.0567  -3.1528  1.1898  0.247
O  1.2249  -2.6963  1.0563  -0.739
H  1.1929  -1.9283  1.7471  0.431
H  1.0699  -0.8677  3.6074  0.126
O  1.1067  -0.7204  2.6499  -1.110
H  -1.1493  -1.8290  3.0789  0.297
H  -0.8767  -2.6423  1.8345  0.356
O  -1.5695  -2.4779  2.5075  -0.662
H  2.7782  -0.5284  2.5144  0.447
H  3.7825  0.2303  1.6589  0.298
O  3.7433  -0.4341  2.3508  -0.696
H  1.4308  1.8918  -0.6843  0.370
H  1.1314  3.0651  0.2369  0.313
O  1.8410  2.7073  -0.3057  -0.730

---

6.
This record from the Open Molecules 2025 dataset describes a 7-piece molecular cluster, C4H25N2O7 overall. The level of theory is wB97M-V/def2-TZVPD.

Calculated values
Energy above the lowest of the compared OMol25 structures with the same formula, charge and spin   15.4 kcal/mol
E_LUMO (alpha / beta)   0.0160 / 0.0110 Eh
<S²>   0.75
Orbital gap (alpha / beta)   2.4375 / 9.3912 eV
2S+1   2
M   213.251 u
HOMO level (alpha / beta)   -2.0 / -9.1 eV

Last column: Mulliken spin population.
Cartesian coordinates (Å):
N  -1.0241  0.4171  -0.0541  0.061
C  -0.4236  -0.8086  0.5663  0.486
C  -0.8725  -2.0637  -0.1621  0.145
O  -2.1824  -2.0402  -0.7509  -0.413
C  1.0801  -0.7989  0.5251  -0.361
N  1.7096  0.3090  1.2358  0.047
C  3.1602  0.1646  1.2885  0.163
H  -0.7516  1.2700  0.4537  0.082
H  -2.0316  0.3147  -0.2657  0.098
H  -0.7635  0.6898  -1.0191  -0.360
H  -0.8846  -0.8278  1.5599  0.645
H  -1.0363  -2.9358  0.4809  0.084
H  -0.1731  -2.5224  -0.8696  0.168
H  -2.2415  -1.3321  -1.4051  0.038
H  1.3556  -1.8166  0.8457  0.020
H  1.5181  -0.6777  -0.4686  0.145
H  1.2920  0.4324  2.1497  -0.120
H  3.5294  -0.8635  1.3197  -0.033
H  3.4931  0.7069  2.1744  -0.031
H  3.6124  0.6703  0.4323  -0.022
H  -0.9176  3.3340  -2.4909  0.054
H  -0.5398  3.5096  -0.9726  0.070
O  -1.1330  3.0649  -1.5942  -0.168
H  -2.4104  -2.2880  3.4418  0.019
H  -1.1252  -1.5946  3.7267  0.064
O  -1.7339  -1.7628  2.9941  -0.152
H  2.9176  -3.6911  -0.2159  -0.006
H  2.3939  -3.5617  -1.6898  0.009
O  2.7097  -3.0882  -0.9195  -0.004
H  -0.1027  4.0733  1.7369  -0.039
H  -1.2550  4.2144  0.9511  -0.118
O  -0.5465  3.5478  1.0464  0.251
H  -3.9798  -0.1583  -1.7584  0.021
H  -3.4487  1.3233  -2.0661  -0.123
O  -3.2100  0.4196  -1.8193  0.197
H  1.0072  1.4530  -3.5076  -0.105
H  1.9300  1.2609  -2.3344  0.048
O  1.0781  1.6564  -2.5652  0.136